This record from OMol25 describes a single C22H25N3O4 molecule in a non-equilibrium geometry. The level of theory is the ωB97M-V functional and the def2-TZVPD basis.

The geometry in XYZ format:
```
54
Properties=species:S:1:pos:R:3
C -1.27 -2.97 -3.04
H -0.23 -0.58 6.08
N -1.62 0.56 -3.52
H -1.21 2.23 -4.75
H 0.50 -1.47 3.98
O -1.10 -0.76 2.84
H -3.03 -0.61 -5.65
C 2.05 -0.49 0.57
C 1.23 2.16 0.88
C -0.79 -1.64 1.86
H 3.08 4.77 1.78
N 3.34 2.67 1.94
H -2.76 1.41 -5.05
C -2.70 -2.68 -5.00
H 3.42 1.59 3.73
H 2.35 -1.53 0.40
C 2.88 0.40 1.23
H 0.37 -2.05 -0.62
C -1.82 -0.77 -3.88
H 3.29 3.36 3.93
H -2.56 2.43 -3.60
H -0.72 -3.61 -2.34
H 4.70 4.16 1.43
H -1.93 -0.39 0.52
O -3.39 -2.15 -0.32
C 2.48 1.75 1.36
C 0.34 1.22 0.37
H 3.39 3.89 0.24
C -0.14 -1.07 -0.53
C -0.91 0.61 -2.35
C -0.72 -0.19 5.18
H -1.77 -0.02 5.44
H -0.70 1.49 0.16
C -0.70 -0.68 -1.86
N -2.22 -2.44 -0.01
C 3.74 2.55 3.33
C -2.03 -3.51 -4.09
H 0.93 3.21 0.99
H -3.34 -3.13 -5.77
H -0.60 1.55 -1.92
O -0.11 -2.63 2.07
C -1.30 -1.29 0.47
C -1.22 -1.59 -2.88
C -0.56 -1.23 4.11
O -1.72 -3.58 -0.10
H 3.86 0.08 1.60
H -2.11 -4.59 -4.19
C -2.06 1.72 -4.27
H 4.83 2.65 3.41
C 3.64 3.94 1.31
H -0.25 0.76 4.93
C 0.80 -0.06 0.11
H -1.11 -2.15 4.38
C -2.57 -1.28 -4.93
```

Results
M, g/mol: 395.46
Strongest force on any atom, eV/Å: 2.485
Total charge: 0
Frontier orbital gap, eV: 7.98
SMILES: CCOC(=O)[C@@H]([C@H](c1ccc(N(C)C)cc1)c1cn(C)c2ccccc12)[N+](=O)[O-]